1.
Density functional theory data (ωB97M-V/def2-TZVPD) for the molecule C4H6FP at a distorted geometry.

The geometry in XYZ format:
```
12
C4H6FP (ωB97M-V/def2-TZVPD)
P -0.74 1.51 2.26
F -0.66 -1.25 2.36
C 0.41 -0.46 -0.41
C -0.95 -0.23 0.23
C -0.75 -0.07 1.64
C 1.08 0.26 -1.30
H -1.40 -1.14 -0.03
H 0.64 1.12 -1.63
H 1.02 -1.26 -0.11
H -0.25 1.05 3.59
H -1.44 0.61 -0.33
H 2.01 -0.05 -1.62
```

Computed properties:
Spin multiplicity = 1
Net charge = 0
SMILES = [H]/P=C(\F)CC=C

2.
Density functional theory data (ωB97M-V/def2-TZVPD) for the molecule C4H6N2.

The geometry in XYZ format:
```
12
C4H6N2 (ωB97M-V/def2-TZVPD)
N -0.15 -0.17 -1.55
N -0.69 0.69 1.91
C 1.05 -0.71 -2.16
C -0.24 -0.10 -0.34
C -1.13 1.87 1.54
C -0.40 -0.32 0.95
H -0.62 0.35 2.87
H 1.28 -0.22 -3.10
H 1.92 -0.71 -1.49
H -0.48 -1.36 1.26
H -1.34 2.41 2.49
H 0.78 -1.75 -2.37
```

Computed properties:
Spin multiplicity = 1
Net charge = 0

Respective ΔE to the lowest compared entry with this formula, charge and spin values: 77.5 433.6 kJ/mol.